[1]
{
  "formula": "C8H5AlF9O3S",
  "method": "the ωB97M-V functional and the def2-TZVPD basis",
  "species": ["O", "C", "H", "H", "H", "C", "Al", "H", "F", "F", "F", "O", "C", "H", "C", "C", "F", "S", "F", "F", "F", "F", "F", "C", "O", "C", "C"],
  "coordinates": [[1.45779, 1.48718, 0.58852], [-3.18439, 2.01011, -1.48977], [-4.76545, 0.08839, -0.42911], [-0.73818, 0.89237, -1.62083], [-1.77626, -2.93051, -0.04977], [-3.35455, -1.50770, -0.21022], [5.77064, 0.42367, 3.10540], [-4.12819, -2.16656, 0.16994], [-2.52614, 2.33421, -2.62182], [0.71896, -1.05470, -2.28991], [6.38012, -0.99187, 2.36844], [1.11905, -1.03690, -0.05036], [-2.06483, -1.93297, -0.34610], [0.79275, 1.10321, 1.18198], [-1.14938, -1.05752, -0.86664], [0.30773, -1.48194, -1.07973], [4.07982, 0.27546, 3.32910], [2.09771, 0.33133, -0.38955], [0.36346, -2.83040, -1.05423], [-4.50270, 2.07197, -1.72382], [6.10229, 1.77646, 2.11520], [-2.85903, 2.95285, -0.59654], [6.52205, 0.63797, 4.62680], [-2.79167, 0.60164, -1.06101], [3.36147, 0.02055, 0.16596], [-3.74454, -0.23948, -0.55225], [-1.48856, 0.22316, -1.21970]],
  "homo_lumo_gap_ev": 10.0,
  "e_homo_ev": -7.90,
  "e_lumo_ev": 2.108,
  "total_charge": -1
}

***

[2]
{
  "formula": "C8H5Cl2FeNO3Ti",
  "method": "the ωB97M-V functional and the def2-TZVPD basis",
  "species": ["C", "C", "C", "O", "O", "C", "Cl", "H", "N", "C", "H", "C", "Cl", "H", "Ti", "O", "H", "C", "Fe", "H", "C"],
  "coordinates": [[1.78031, 2.17519, 0.19625], [-0.32109, -1.89231, 2.67615], [-0.99009, 0.65879, 1.82035], [1.16491, 2.07599, -5.70385], [2.37961, 3.05659, 0.62635], [-1.25039, -1.14361, 3.39955], [-0.31009, 2.17119, -2.07785], [0.99251, -1.90361, 0.97125], [-0.08749, -0.08621, 1.12455], [0.73121, -1.19631, -4.43065], [-1.23309, 1.65749, 1.48555], [0.81211, 1.39379, -4.84895], [-0.41009, -0.99461, -1.56835], [-1.70229, -1.55531, 4.29335], [0.82691, 0.76149, -0.51305], [1.03351, -2.13321, -5.02365], [-0.04699, -2.88721, 3.00185], [0.25941, -1.33881, 1.53055], [0.26071, 0.30479, -3.46315], [-2.30069, 0.73449, 3.53145], [-1.58899, 0.14139, 2.97235]],
  "e_above_lowest_kcal_mol": 0.0,
  "homo_lumo_gap_ev": [6.3, 6.5],
  "spin_multiplicity": 7,
  "e_homo_ev": [-24.67, -26.01],
  "e_lumo_ev": [-18.424, -19.530],
  "s_squared": 12.045,
  "total_charge": 4
}

***

[3]
{
  "formula": "C8H5Cl4N",
  "method": "the ωB97M-V functional and the def2-TZVPD basis",
  "species": ["Cl", "H", "C", "C", "H", "N", "C", "C", "C", "H", "C", "C", "Cl", "H", "H", "Cl", "Cl", "C"],
  "coordinates": [[3.83363, -0.68317, 0.65298], [1.20696, -1.81366, -1.54188], [-1.47762, -1.08753, 0.10979], [-2.04708, 1.26440, 0.31081], [-2.76811, 2.08751, 0.27174], [2.29591, -0.32339, 0.60832], [-2.45185, -0.11317, 0.34700], [0.67677, -1.72401, -0.55340], [-0.70630, 1.64084, 0.21141], [-3.49019, -0.45744, 0.35160], [0.20705, 0.65404, -0.04062], [-0.21089, -0.67657, -0.16581], [2.37691, 0.78725, -1.84551], [-0.44220, 2.69032, 0.47904], [-1.81294, -2.11278, 0.11196], [0.74657, -3.21274, 0.17168], [2.29346, 2.31543, 0.60346], [1.76990, 0.76467, -0.08254]],
  "e_above_lowest_kcal_mol": 46.5,
  "homo_lumo_gap_ev": [8.0, 6.4],
  "e_homo_ev": [-9.04, -8.02],
  "e_lumo_ev": [-1.030, -1.592],
  "total_charge": 0
}

***

[4]
{
  "formula": "C8H5F3N3O2S",
  "method": "the ωB97M-V functional and the def2-TZVPD basis",
  "species": ["C", "N", "C", "C", "H", "O", "N", "H", "F", "H", "N", "C", "H", "O", "C", "F", "S", "C", "H", "C", "C", "F"],
  "coordinates": [[0.76326, 1.17148, -0.40463], [-3.95476, 2.13712, 0.46470], [-0.62453, -0.76648, -0.07653], [3.88638, -0.00007, -0.41842], [-1.32833, 1.21177, -0.78955], [1.14880, -2.24764, -0.81212], [-3.95432, -2.13733, 0.46758], [-0.74907, -1.22005, 0.91634], [3.84684, -1.09882, 0.38513], [-1.32870, -1.21170, -0.78904], [1.50903, -0.00023, -0.16777], [-3.32463, -1.16341, 0.62825], [-2.07675, 0.00108, 1.86627], [1.15026, 2.24892, -0.81274], [-0.62422, 0.76668, -0.07684], [5.07112, 0.00044, -1.09263], [2.55769, -0.00047, -1.65225], [0.76371, -1.17354, -0.40529], [-0.74911, 1.22071, 0.91585], [-3.32417, 1.16299, 0.62639], [-2.50469, 0.00015, 0.84180], [3.84620, 1.09840, 0.38550]],
  "e_above_lowest_kcal_mol": 0.0,
  "homo_lumo_gap_ev": 6.0,
  "e_homo_ev": -3.75,
  "e_lumo_ev": 2.223,
  "total_charge": -1
}

***

[5]
{
  "formula": "C8H5FN4",
  "method": "the ωB97M-V functional and the def2-TZVPD basis",
  "species": ["C", "C", "H", "C", "C", "N", "C", "C", "N", "N", "H", "C", "H", "C", "F", "H", "N", "H"],
  "coordinates": [[0.64675, 1.81980, -1.94464], [-1.70751, 1.49176, -1.33759], [-2.14592, 0.14582, 0.10725], [0.83222, -2.48885, 2.82553], [-0.71367, 2.20091, -1.99590], [1.56692, -1.44920, 0.91591], [0.32119, -0.98724, 0.77585], [-0.06078, 0.06487, -0.31635], [-0.72134, -1.31561, 1.61570], [-0.42456, -2.09622, 2.63935], [1.90262, 0.50057, -1.02941], [0.91050, 0.69989, -1.15630], [1.01348, -3.28397, 3.63579], [-1.32851, 0.47238, -0.48399], [-0.92645, 3.07941, -3.01917], [-2.86629, 1.63364, -1.44379], [1.80977, -2.11696, 1.98502], [1.41735, 2.49393, -2.38877]],
  "e_above_lowest_kcal_mol": 30.8,
  "homo_lumo_gap_ev": 8.6,
  "e_homo_ev": -9.35,
  "e_lumo_ev": -0.784,
  "smiles": "Fc1ccc(-c2nncnn2)cc1",
  "total_charge": 0
}

***

[6]
{
  "formula": "C8H6",
  "method": "the ωB97M-V functional and the def2-TZVPD basis",
  "species": ["C", "H", "H", "H", "H", "C", "C", "C", "C", "C", "H", "C", "C", "H"],
  "coordinates": [[-0.79326, 1.56177, 0.01313], [-3.89765, -2.11395, -0.07386], [1.83586, 1.22494, -0.45134], [-1.22156, 3.79094, 0.17150], [2.43492, -1.90320, 0.65544], [-2.04623, -0.62661, 0.16659], [1.54672, 0.04261, -0.22580], [-0.94906, 0.15515, -0.13660], [0.30803, -0.50769, -0.14295], [-0.74498, 2.80759, 0.05331], [0.21966, -1.60436, -0.19823], [-3.03165, -1.42609, -0.06305], [2.63863, -0.79420, 0.11789], [3.70059, -0.60691, 0.11396]],
  "e_above_lowest_kcal_mol": 77.4,
  "homo_lumo_gap_ev": 7.2,
  "e_homo_ev": -7.92,
  "e_lumo_ev": -0.749,
  "smiles": "C#CC(C#C)=CC=C",
  "total_charge": 0
}

***

[7]
{
  "formula": "C8H6BrNO2",
  "method": "the ωB97M-V functional and the def2-TZVPD basis",
  "species": ["C", "H", "C", "H", "Br", "H", "H", "C", "C", "C", "O", "C", "N", "C", "H", "H", "C", "O"],
  "coordinates": [[2.43305, 0.19607, -0.86222], [3.50508, -0.03431, -0.83658], [0.24393, 0.55199, -1.97273], [-0.05924, 1.09402, 2.18714], [-2.50565, 0.53953, 3.24067], [-0.26960, 0.57298, -2.93174], [-1.52133, 0.45959, -0.75581], [-1.53991, -0.31538, 1.83345], [0.28643, 0.14180, 0.27623], [1.67859, 0.48863, -2.01727], [-3.45545, -1.06674, 1.01882], [-0.30615, 0.24103, 1.61890], [-2.25659, -1.24625, 1.02513], [-0.44458, 0.41934, -0.84656], [2.24601, 0.43673, -2.90555], [2.04358, -0.35430, 1.15734], [1.64522, 0.03528, 0.30458], [-1.72339, -2.16001, 0.46619]],
  "e_above_lowest_kcal_mol": 93.5,
  "homo_lumo_gap_ev": 8.4,
  "e_homo_ev": -9.40,
  "e_lumo_ev": -1.044,
  "smiles": "O=[N+]([O-])/C(Br)=C\\c1ccccc1",
  "total_charge": 0
}

***

[8]
{
  "formula": "C8H6Cl2NRhS5Sb",
  "method": "the ωB97M-V functional and the def2-TZVPD basis",
  "species": ["C", "S", "S", "S", "Cl", "H", "H", "S", "C", "H", "C", "C", "C", "H", "H", "Sb", "C", "H", "N", "Cl", "S", "C", "C", "Rh"],
  "coordinates": [[-0.17739, -1.41195, -0.75760], [-2.30389, 4.32545, 0.72050], [-0.53479, 3.20435, -2.20490], [3.49491, -0.57065, 0.30620], [-2.97139, 1.00805, -0.57710], [-3.56199, -0.17765, 1.39420], [2.86831, -3.56865, 0.35690], [1.11331, 3.52165, 1.07650], [2.11951, -1.59325, -0.01010], [0.72851, -4.63375, -0.27520], [2.02411, -2.97365, 0.04540], [2.50001, 0.83935, -0.08420], [1.01741, -0.80105, -0.38430], [-0.99809, -0.79875, -1.10460], [-1.17439, -3.27395, -1.02410], [-0.34439, 4.93215, -0.38930], [0.82421, -3.56015, -0.31090], [-3.73489, 1.62605, 1.56340], [1.25951, 0.54315, -0.39260], [-1.51089, 0.90955, 1.88460], [3.18871, 2.37515, -0.07920], [-0.25839, -2.78715, -0.72600], [-3.13439, 0.80195, 1.17500], [-0.43369, 2.06375, -0.20270]],
  "e_above_lowest_kcal_mol": 57.0,
  "homo_lumo_gap_ev": [5.2, 5.2],
  "spin_multiplicity": 2,
  "e_homo_ev": [-7.71, -7.67],
  "e_lumo_ev": [-2.516, -2.492],
  "s_squared": 0.800,
  "total_charge": 0
}

***

[9]
{
  "formula": "C8H6HfNO5",
  "method": "the ωB97M-V functional and the def2-TZVPD basis",
  "species": ["O", "H", "Hf", "C", "C", "O", "H", "O", "C", "C", "C", "H", "O", "H", "H", "C", "H", "O", "N", "C", "C"],
  "coordinates": [[-0.42892, -3.29242, -1.78110], [1.09203, 1.22849, 3.66107], [-0.08194, 0.03489, -1.25066], [0.67209, 0.06056, -5.71467], [-0.40657, -0.32388, 4.05950], [-0.49516, 3.34641, -1.85325], [-1.27185, 0.26244, 3.74839], [0.62741, 0.05813, -6.86781], [-0.32569, 2.23142, -1.56193], [0.82735, 0.16228, 1.93387], [-0.28166, -2.17565, -1.51486], [-0.56205, -1.37629, 3.82001], [2.59306, 0.03989, -3.30574], [1.75222, -0.37661, 3.68527], [-0.91441, 0.01321, -2.75619], [-2.23625, 0.02024, -0.63071], [-0.34669, -0.25094, 5.14555], [-3.37236, 0.01095, -0.39263], [0.61930, 0.09574, 0.78657], [0.86178, 0.19104, 3.37078], [1.67829, 0.04009, -2.58147]],
  "e_above_lowest_kcal_mol": 4.6,
  "homo_lumo_gap_ev": 5.5,
  "e_homo_ev": -21.65,
  "e_lumo_ev": -16.127,
  "total_charge": 3
}

***

[10]
{
  "formula": "C8H6HgN2O5S",
  "method": "the ωB97M-V functional and the def2-TZVPD basis",
  "species": ["C", "Hg", "O", "C", "C", "C", "H", "H", "N", "C", "H", "O", "N", "S", "C", "H", "O", "H", "C", "H", "O", "C", "O"],
  "coordinates": [[1.89455, 0.03526, 0.10073], [-0.95070, 1.00701, 0.23280], [-2.14930, 3.24721, 3.30041], [-4.87320, 1.46475, 0.27795], [-2.22393, -0.16975, -1.81263], [-1.78959, 3.31599, -1.12017], [2.00518, -3.03139, 0.32818], [2.12286, -2.33213, -1.85905], [2.21488, -0.34217, -1.15665], [2.65626, -2.15837, 0.23226], [3.63845, -2.38583, 0.64565], [-2.08638, -0.81307, -2.74141], [2.11277, -1.00447, 0.91218], [1.46854, 1.62605, 0.58291], [-1.89597, 2.61313, 2.40038], [1.82055, -1.04277, 1.90387], [-1.94129, 4.26170, -1.72992], [3.75637, -1.67009, -1.58345], [-2.28856, -0.86643, 1.69949], [2.01698, 0.19941, -1.99262], [-6.00656, 1.56046, 0.25520], [2.73283, -1.69778, -1.21069], [-2.23475, -1.81672, 2.33457]],
  "homo_lumo_gap_ev": 7.3,
  "e_homo_ev": -17.04,
  "e_lumo_ev": -9.743,
  "total_charge": 2
}

***

[11]
{
  "formula": "C8H6INO",
  "method": "the ωB97M-V functional and the def2-TZVPD basis",
  "species": ["H", "C", "H", "C", "C", "H", "C", "C", "H", "N", "H", "O", "H", "C", "I", "C", "C"],
  "coordinates": [[2.08951, 0.79612, -1.10776], [1.08661, 0.25968, -0.97119], [0.30906, 5.78286, -0.67600], [-0.20755, -1.08123, 0.51374], [0.84634, -0.20046, 0.36741], [-1.87953, -2.09173, -0.27998], [-1.12163, -1.32576, -0.50284], [-0.52834, -1.71345, 1.82665], [0.12352, 0.69638, -2.98228], [1.23090, -0.91580, 3.56969], [1.35690, 0.21133, 1.13902], [-1.49846, -2.40385, 2.00690], [-1.76316, -0.72561, -2.40566], [0.11214, 0.19342, -1.97118], [0.38162, 4.53280, 0.27870], [-1.00114, -0.64235, -1.67465], [0.46320, -1.37235, 2.86944]],
  "e_above_lowest_kcal_mol": 0.0,
  "homo_lumo_gap_ev": 9.1,
  "e_homo_ev": -9.95,
  "e_lumo_ev": -0.857,
  "smiles": "N#CC(=O)c1ccccc1.I",
  "total_charge": 0
}

***

[12]
{
  "formula": "C8H6N2S",
  "method": "the ωB97M-V functional and the def2-TZVPD basis",
  "species": ["C", "C", "H", "H", "H", "N", "C", "C", "C", "S", "H", "H", "N", "C", "H", "C", "C"],
  "coordinates": [[0.17025, -0.53267, -0.06642], [-2.45863, 0.26733, 0.05094], [1.88273, -1.90893, -0.21157], [-2.92483, -1.78047, 0.25318], [-0.49941, -2.54098, -0.05905], [0.81336, 1.84320, -0.01624], [-0.14625, 0.82813, -0.02768], [-0.81824, -1.50778, -0.04239], [-1.48473, 1.23142, -0.04259], [4.09361, -0.36292, 0.02115], [-3.49638, 0.57041, 0.00192], [-1.73885, 2.28327, -0.15277], [1.52191, -0.92848, -0.00187], [2.48820, 0.02071, -0.01055], [2.70870, 2.21007, 0.15085], [-2.12049, -1.10539, 0.08471], [2.00904, 1.41309, 0.06836]],
  "e_above_lowest_kcal_mol": 0.1,
  "homo_lumo_gap_ev": 7.8,
  "e_homo_ev": -8.33,
  "e_lumo_ev": -0.546,
  "smiles": "S=c1cnc2ccccc2[nH]1",
  "total_charge": 0
}

***

| no. | M (g/mol) |
| --- | --- |
| 1 | 379.156 |
| 2 | 337.750 |
| 3 | 256.947 |
| 4 | 264.208 |
| 5 | 176.154 |
| 6 | 102.136 |
| 7 | 228.045 |
| 8 | 572.050 |
| 9 | 374.628 |
| 10 | 442.802 |
| 11 | 259.046 |
| 12 | 162.217 |